17
Properties=species:S:1:pos:R:3:nbo_charge:R:1 method="wB97M-V/def2-TZVPD" homo_energy_ha=-0.366 e_tot_ev=-9440.6284 homo_lumo_gap_ev=10.91 de_lowest_kj_mol=233.0 max_force_ev_per_a=0.4 smiles=C[C@@]1(CCO)CO1 mol_weight_g_mol=102.1
H -0.2489 -1.5977 1.2226 0.2099
H -0.5564 0.5038 1.9762 0.4876
H 1.4903 -2.0130 0.7235 0.1847
H 1.8331 1.2464 -1.1606 0.2197
H 1.4722 -0.1218 -2.2255 0.2153
C 0.6842 -1.2834 0.7516 -0.1217
H -1.1964 -0.5745 -1.2307 0.2153
O -1.4759 0.2307 1.8145 -0.7318
C 1.7051 0.1571 -1.1925 -0.6224
H -1.9387 1.7217 0.4709 0.1574
C -1.7938 0.6339 0.5005 -0.0572
O 1.0419 0.0517 1.1319 -0.5281
H -0.7195 1.1045 -1.3220 0.2108
C -0.7957 0.2549 -0.6314 -0.4576
H -2.7590 0.1684 0.2838 0.1791
C 0.6027 -0.1851 -0.2156 0.2167
H 2.6549 -0.2974 -0.8973 0.2223